# C31H47ClO2P2Ti

A structure of composition C31H47ClO2P2Ti (wB97M-V/def2-TZVPD, OMol25).

Atoms and positions in Å:
1 Ti 0.621 0.262 -0.608
2 C -0.391 -1.576 0.365
3 C 0.341 -1.893 -0.838
4 C 1.827 -0.914 0.707
5 C 0.512 -0.970 1.310
6 C 1.730 -1.530 -0.619
7 C -1.804 -1.917 0.629
8 H -2.331 -2.199 -0.286
9 H -2.330 -1.046 1.071
10 H -1.907 -2.737 1.355
11 C 0.163 -0.627 2.717
12 H -0.821 -0.127 2.759
13 H 0.914 0.024 3.182
14 H 0.084 -1.543 3.331
15 C 3.066 -0.420 1.370
16 H 3.450 -1.180 2.067
17 H 2.880 0.487 1.963
18 H 3.856 -0.214 0.638
19 C 2.847 -1.783 -1.559
20 H 3.228 -2.806 -1.433
21 H 3.673 -1.096 -1.368
22 H 2.546 -1.675 -2.608
23 C -0.238 -2.576 -2.028
24 H -0.247 -3.669 -1.910
25 H 0.343 -2.349 -2.922
26 H -1.275 -2.270 -2.215
27 C -0.932 1.945 -0.377
28 C -1.666 1.009 -1.088
29 C -1.853 0.951 -2.558
30 C -0.603 1.344 -3.377
31 C 0.739 0.917 -2.856
32 C 1.688 1.644 -2.123
33 C 1.420 2.684 -1.047
34 C -0.071 3.071 -0.907
35 H -2.677 1.614 -2.874
36 H -0.642 2.415 -3.616
37 H -2.177 -0.071 -2.814
38 H -0.456 3.478 -1.857
39 H -1.102 1.968 0.708
40 H -2.404 0.460 -0.507
41 H -0.143 3.893 -0.172
42 H 1.810 2.356 -0.033
43 H 2.752 1.462 -2.309
44 H 2.006 3.599 -1.278
45 H -0.738 0.833 -4.342
46 H 1.120 0.044 -3.395
47 P 1.701 4.925 -3.460
48 P 4.548 4.242 -3.113
49 C 2.853 6.094 -4.394
50 C 4.242 5.987 -3.774
51 H 2.452 7.118 -4.306
52 H 2.863 5.811 -5.460
53 H 5.029 6.238 -4.504
54 H 4.322 6.665 -2.909
55 C 6.237 4.698 -2.543
56 H 6.796 3.797 -2.274
57 H 6.148 5.325 -1.648
58 H 6.790 5.254 -3.313
59 C 5.014 3.548 -4.754
60 H 5.562 4.281 -5.361
61 H 4.113 3.234 -5.289
62 H 5.645 2.667 -4.595
63 C 1.189 6.217 -2.238
64 H 0.427 5.795 -1.571
65 H 0.780 7.092 -2.761
66 H 2.052 6.525 -1.632
67 C 0.341 5.035 -4.690
68 H 0.725 4.694 -5.661
69 H -0.035 6.064 -4.779
70 H -0.470 4.366 -4.377
71 Cl -6.578 -3.104 6.160
72 C -5.749 -1.960 5.176
73 C -6.366 -0.732 4.846
74 C -5.698 0.178 4.024
75 C -4.423 -0.118 3.511
76 C -3.813 -1.336 3.862
77 C -4.462 -2.253 4.694
78 C -3.731 0.879 2.587
79 O -4.265 2.007 2.572
80 O -2.705 0.482 1.942
81 H -7.353 -0.519 5.240
82 H -6.181 1.125 3.775
83 H -2.823 -1.569 3.471
84 H -3.983 -3.195 4.956

Total charge = +1
DFT total energy = -3351.94482 Eh
LUMO (spin up / spin down) = -0.19448 / -0.19157 hartree
ΔE to the lowest compared entry with this formula, charge and spin = 0.0 kcal per mole
HOMO level (spin up / spin down) = -0.3551 / -0.3551 Eh
Spin multiplicity = 2
<S²> = 0.758
Gap between HOMO and LUMO (spin up / spin down) = 4.37 / 4.45 eV

Löwdin atomic charge list, values in e, 8 entries: Ti 1.077; C -0.219; C -0.265; C -0.276; C -0.216; C -0.293; C -0.012; H 0.089

---

# C5H12O2

The molecule C5H12O2 (wB97M-V/def2-TZVPD, OMol25).

Atoms and positions in Å:
1 C -2.412 -0.901 0.389
2 C -0.888 -0.851 0.402
3 C -0.360 0.386 -0.310
4 O -1.072 1.506 0.206
5 C 1.133 0.661 -0.113
6 C 2.074 -0.524 0.052
7 O 1.504 1.484 -1.217
8 H -2.817 -0.026 0.901
9 H -2.796 -0.890 -0.639
10 H -2.782 -1.803 0.885
11 H -0.526 -0.858 1.437
12 H -0.476 -1.744 -0.085
13 H -0.561 0.297 -1.389
14 H -0.729 2.292 -0.240
15 H 1.151 1.253 0.813
16 H 2.097 -1.159 -0.838
17 H 3.090 -0.154 0.235
18 H 1.789 -1.130 0.918
19 H 2.388 1.833 -1.048

DFT total energy = -348.18038 Eh
LUMO = 0.03072 hartree
ΔE to the lowest compared entry with this formula, charge and spin = 15.3 kcal per mole
HOMO level = -0.3724 Eh
Gap between HOMO and LUMO = 10.97 eV
SMILES = CC[C@@H](O)[C@@H](C)O

natural (NBO) atomic charge list, values in e, 8 entries: C -0.604; C -0.413; C 0.085; O -0.730; C 0.074; C -0.638; O -0.729; H 0.225

---

# C13H14NO7Ru

A structure of composition C13H14NO7Ru (wB97M-V/def2-TZVPD, OMol25).

Atoms and positions in Å:
1 Ru -0.022 -0.515 0.061
2 O 2.132 -0.588 0.330
3 C 2.214 -0.812 1.759
4 C 1.312 0.144 2.528
5 N -0.061 0.201 1.959
6 C -0.522 1.609 1.859
7 C 0.198 2.252 0.666
8 O 0.570 3.398 0.687
9 O 0.319 1.430 -0.352
10 C -1.086 -0.655 2.599
11 C -2.219 -0.947 1.590
12 O -3.237 -1.455 1.980
13 O -1.964 -0.621 0.336
14 H 2.420 0.311 0.104
15 H 1.911 -1.849 1.887
16 H 3.248 -0.696 2.086
17 H 1.277 -0.144 3.582
18 H 1.729 1.152 2.479
19 H -1.591 1.597 1.643
20 H -0.344 2.155 2.785
21 H -0.644 -1.604 2.900
22 H -1.514 -0.164 3.475
23 O -0.007 -1.952 -1.649
24 C 0.025 -2.858 -0.791
25 O 0.042 -2.495 0.442
26 C 0.049 -4.294 -1.139
27 C 0.118 -4.667 -2.477
28 C 0.144 -6.010 -2.815
29 C 0.095 -6.975 -1.817
30 C 0.020 -6.602 -0.482
31 C -0.003 -5.260 -0.140
32 H 0.149 -3.896 -3.236
33 H 0.198 -6.306 -3.854
34 H 0.111 -8.024 -2.083
35 H -0.025 -7.358 0.291
36 H -0.069 -4.951 0.894

DFT total energy = -1180.16713 Eh
LUMO (spin up / spin down) = 0.00528 / -0.04039 hartree
ΔE to the lowest compared entry with this formula, charge and spin = 1.3 kcal per mole
HOMO level (spin up / spin down) = -0.3501 / -0.3447 Eh
Spin multiplicity = 2
<S²> = 0.753
Gap between HOMO and LUMO (spin up / spin down) = 9.67 / 8.28 eV

natural (NBO) atomic charge list, values in e, 8 entries: Ru 1.232; O -0.669; C -0.091; C -0.261; N -0.342; C -0.353; C 0.758; O -0.587

---

# C5H10S

The molecule C5H10S (wB97M-V/def2-TZVPD, OMol25).

Atoms and positions in Å:
1 C 2.503 -0.300 -0.300
2 S 1.250 0.840 0.417
3 C -0.340 0.192 0.199
4 C -0.900 -0.918 1.092
5 C -0.961 0.348 -1.162
6 C -1.444 1.205 -0.051
7 H 3.319 0.358 -0.549
8 H 2.156 -0.933 -0.990
9 H 2.952 -1.014 0.355
10 H -1.524 -0.446 1.797
11 H -0.054 -1.194 1.712
12 H -1.310 -1.741 0.515
13 H -1.554 -0.535 -1.503
14 H -0.510 0.770 -1.976
15 H -1.170 2.265 -0.102
16 H -2.413 1.103 0.545

DFT total energy = -594.62265 Eh
LUMO = 0.03754 hartree
ΔE to the lowest compared entry with this formula, charge and spin = 45.5 kcal per mole
HOMO level = -0.3084 Eh
Gap between HOMO and LUMO = 9.41 eV
SMILES = CSC1(C)CC1

natural (NBO) atomic charge list, values in e, 8 entries: C -0.727; S 0.232; C -0.244; C -0.615; C -0.409; C -0.398; H 0.227; H 0.212

---

# C6H10AuO6

A structure of composition C6H10AuO6 (wB97M-V/def2-TZVPD, OMol25).

Atoms and positions in Å:
1 O 1.084 2.004 0.697
2 C 1.956 1.179 0.526
3 O 1.827 -0.143 0.474
4 C 0.904 -0.784 1.395
5 C 0.557 -2.167 0.886
6 C -0.015 -2.282 -0.536
7 C -0.750 -1.080 -1.094
8 O -1.794 -0.685 -0.192
9 C -2.331 0.506 -0.388
10 O -2.085 1.255 -1.303
11 O -3.194 0.749 0.591
12 H 0.034 -0.124 1.473
13 H 1.420 -0.850 2.360
14 H -0.172 -2.549 1.614
15 H 1.444 -2.811 0.960
16 H -0.672 -3.163 -0.576
17 H 0.796 -2.486 -1.250
18 H -1.200 -1.329 -2.064
19 H -0.081 -0.223 -1.241
20 H -3.640 1.589 0.423
21 Au 3.524 -0.429 -0.771
22 O 2.777 1.470 -0.489
23 H 2.309 2.405 -0.760

Total charge = +2
DFT total energy = -820.80785 Eh
LUMO (spin up / spin down) = -0.28910 / -0.50595 hartree
ΔE to the lowest compared entry with this formula, charge and spin = 0.0 kcal per mole
HOMO level (spin up / spin down) = -0.5874 / -0.7080 Eh
Spin multiplicity = 4
<S²> = 3.758
Gap between HOMO and LUMO (spin up / spin down) = 8.12 / 5.50 eV

natural (NBO) atomic charge list, values in e, 8 entries: O -0.529; C 0.979; O -0.542; C -0.083; C -0.451; C -0.445; C -0.100; O -0.371

---

# C2H12NO3

A cluster of 3 separate species, C2H12NO3 in total (wB97M-V/def2-TZVPD, OMol25).

Atoms and positions in Å:
1 C -0.128 -1.512 1.300
2 O 1.348 -1.287 1.008
3 C -0.960 -0.300 0.718
4 N 0.084 0.728 0.160
5 H -0.314 -1.606 2.336
6 H -0.205 -2.417 0.759
7 H 1.838 -1.333 1.827
8 H -1.434 -0.758 -0.172
9 H -1.632 0.242 1.397
10 H 0.589 0.190 -0.535
11 H 0.746 0.922 0.923
12 H -0.317 1.569 -0.167
13 H -2.260 3.433 -0.099
14 H -1.031 3.871 -0.808
15 O -1.460 3.053 -0.478
16 H 1.863 -1.333 -3.389
17 H 1.788 -2.173 -2.272
18 O 1.486 -1.288 -2.507

Total charge = +1
DFT total energy = -363.61332 Eh
LUMO = -0.11238 hartree
ΔE to the lowest compared entry with this formula, charge and spin = 23.6 kcal per mole
HOMO level = -0.5482 Eh
Gap between HOMO and LUMO = 11.86 eV

natural (NBO) atomic charge list, values in e, 8 entries: C -0.094; O -0.759; C -0.245; N -0.677; H 0.203; H 0.218; H 0.492; H 0.241

---

# C3H8S2

The molecule C3H8S2 (wB97M-V/def2-TZVPD, OMol25).

Atoms and positions in Å:
1 C -2.115 -1.030 -2.203
2 C -1.754 -0.713 -0.768
3 C -0.334 -0.112 -0.687
4 S 0.104 0.017 1.064
5 S 1.906 1.014 0.946
6 H -1.640 -0.273 -2.832
7 H -3.183 -1.086 -2.401
8 H -1.587 -1.916 -2.547
9 H -2.436 0.000 -0.305
10 H -1.694 -1.581 -0.109
11 H 0.355 -0.807 -1.171
12 H -0.318 0.875 -1.144
13 H 2.659 -0.008 1.376

DFT total energy = -915.46951 Eh
LUMO = 0.02415 hartree
ΔE to the lowest compared entry with this formula, charge and spin = 4.7 kcal per mole
HOMO level = -0.3233 Eh
Gap between HOMO and LUMO = 9.46 eV
SMILES = CCCSS

natural (NBO) atomic charge list, values in e, 8 entries: C -0.609; C -0.411; C -0.518; S 0.086; S -0.141; H 0.204; H 0.220; H 0.208

---

# C3H12N4

A cluster of 2 separate species, C3H12N4 in total (wB97M-V/def2-TZVPD, OMol25).

Atoms and positions in Å:
1 H 1.715 -0.390 -2.340
2 N 1.437 -0.791 -1.445
3 C 0.271 -1.350 -1.473
4 N -0.487 -1.574 -2.596
5 H 0.032 -2.013 -0.648
6 H -0.294 -1.037 -3.428
7 H -1.328 -2.120 -2.524
8 N -0.215 0.828 2.974
9 C -0.584 0.096 1.774
10 C -0.427 0.893 0.472
11 N 0.933 1.279 0.285
12 H 0.737 1.164 2.861
13 H -0.807 1.647 3.077
14 H 0.054 -0.790 1.717
15 H -1.622 -0.238 1.875
16 H -0.701 0.138 -0.375
17 H -1.098 1.759 0.466
18 H 1.402 0.428 -0.322
19 H 0.984 2.071 -0.350

DFT total energy = -340.48181 Eh
LUMO = 0.02799 hartree
ΔE to the lowest compared entry with this formula, charge and spin = 30.5 kcal per mole
HOMO level = -0.3076 Eh
Gap between HOMO and LUMO = 9.13 eV
SMILES = [H]/N=C\N.NCCN

natural (NBO) atomic charge list, values in e, 8 entries: H 0.337; N -0.737; C 0.279; N -0.820; H 0.182; H 0.392; H 0.400; N -0.834